Density functional theory data (the ωB97M-V functional and the def2-TZVPD basis) for 11 unconnected molecules or ions with the total composition C19H60N8O11 at a distorted geometry.

```
98
Properties=species:S:1:pos:R:3:forces:R:3
N 2.980147 1.449840 -2.230023 5.2 -2.8 4.4
C 2.288692 1.609318 -3.281224 0.3 -1.5 -8.3
N 1.185487 2.274582 -3.059644 -0.8 0.3 -1.9
O 2.638179 1.160308 -4.514389 -1.7 1.4 5.5
H 3.633470 0.617857 -2.225249 -0.8 2.0 0.1
H 2.974248 2.081039 -1.422953 -0.2 -0.7 -0.6
H 0.554705 2.310373 -3.796083 -1.3 0.6 -1.4
H 0.924582 2.621442 -2.201297 -0.5 0.5 1.7
N 1.105455 -2.472437 2.085543 2.1 -1.5 -0.1
C 0.916016 -2.428576 3.410205 4.6 -3.3 3.7
N -0.177018 -1.868832 3.853936 -2.7 2.0 2.0
O 1.791495 -3.005500 4.345289 -3.6 2.9 -4.8
H 2.045051 -2.904346 1.867759 -1.7 1.0 0.3
H 0.617830 -1.921953 1.373295 0.1 0.1 0.7
H -0.180011 -1.517191 4.829366 0.1 -1.0 -1.1
H -1.071094 -1.742608 3.355065 1.0 -0.2 0.3
N -2.958181 2.106497 -1.315184 -3.8 2.2 5.0
C -2.318410 1.839308 -2.379853 3.2 3.5 -8.7
N -2.145855 0.544809 -2.576848 1.9 -1.1 -2.7
O -1.948145 2.798723 -3.316433 -1.3 -4.7 5.0
H -3.120564 3.106252 -1.107531 -0.3 -1.1 -0.4
H -3.645579 1.388282 -0.993438 0.7 1.3 -0.3
H -1.530208 0.329791 -3.389754 -1.0 0.0 1.0
H -2.414954 -0.215489 -1.971990 0.2 0.5 0.0
N 2.109908 -3.925358 -0.437844 -4.4 -0.8 -0.4
C 3.229702 -3.801710 0.205289 6.7 3.1 -3.1
N 3.208593 -4.228234 1.436111 1.1 -1.2 2.8
O 4.401451 -3.211369 -0.334066 -5.9 -2.7 2.2
H 2.060743 -3.529501 -1.372934 -0.2 -0.2 -0.1
H 1.164849 -4.260840 0.039550 3.1 1.1 -1.3
H 2.446072 -4.832815 1.730181 0.6 0.2 0.3
H 4.058503 -4.154693 1.998865 -0.6 -0.2 -0.3
C -0.328791 6.543994 0.087932 -0.9 0.5 0.9
C -0.310717 5.050046 0.301876 -3.4 0.9 -6.1
C 0.061822 4.321686 -0.977955 -2.5 -0.8 -1.0
O 0.545637 4.655832 1.130394 5.9 -2.3 6.2
H -0.962785 6.792084 -0.733068 -0.4 0.3 -0.7
H 0.639461 6.992914 -0.060391 0.5 -0.2 -0.1
H -0.771023 7.028134 0.968878 0.1 0.0 0.0
H -1.288740 4.679915 0.599942 -0.9 0.2 -0.2
H 0.963815 4.578019 -1.441430 1.5 1.0 -0.4
H -0.742453 4.485904 -1.680829 -0.1 0.3 -0.8
H 0.077756 3.216537 -0.970933 -0.2 0.4 1.3
H 0.134308 4.622238 1.974889 0.2 0.0 1.5
C -3.068953 2.612431 1.912863 -0.1 0.0 0.7
C -1.722650 1.933800 1.793902 0.8 3.8 7.4
C -1.537527 1.013872 2.991185 -0.1 1.0 1.0
O -1.563460 1.215096 0.782061 0.5 -4.7 -7.1
H -3.084514 3.576549 1.416556 -0.3 0.3 0.2
H -3.317726 2.654387 2.987291 0.0 0.6 -0.5
H -3.830942 1.972592 1.489235 -0.3 -0.3 -0.3
H -0.884863 2.679664 1.832240 -0.6 0.1 0.3
H -2.425320 0.381321 3.089351 0.0 0.3 0.4
H -1.341328 1.674323 3.864990 -0.4 -0.8 -0.1
H -0.710391 0.334948 2.875906 0.5 0.0 -0.2
H -2.029925 1.600447 0.042662 0.1 0.2 -1.0
C -3.102736 -2.220596 -1.482835 -1.8 0.8 1.4
C -2.596695 -3.631025 -1.745192 -1.1 3.8 -7.6
C -1.315194 -3.636569 -2.636660 -1.2 0.8 -0.4
O -2.378528 -4.305153 -0.718684 3.1 -2.7 8.2
H -3.378858 -1.708009 -2.407224 0.1 -0.3 -0.1
H -2.455567 -1.546448 -0.861943 -0.1 -1.0 -0.4
H -4.089186 -2.298555 -0.892349 1.4 0.1 -0.7
H -3.458258 -4.165211 -2.217023 0.5 0.9 -1.1
H -1.237680 -4.545572 -3.177315 0.1 -1.1 -0.4
H -0.404882 -3.503087 -2.085075 0.3 0.1 0.7
H -1.331163 -2.862125 -3.393045 -0.1 0.3 -0.2
H -2.927638 -5.034912 -0.710405 -1.3 -2.3 0.7
C 2.146560 1.453387 2.109498 -0.7 -0.8 -0.7
C 3.183300 0.382458 2.252428 -4.1 -3.5 -2.6
C 3.634068 -0.178157 0.892191 -0.2 -1.1 0.3
O 4.244381 0.689935 2.881648 6.6 3.2 4.6
H 1.306616 1.034940 1.578513 -0.5 -0.3 -0.3
H 2.487320 2.250785 1.514953 0.7 1.3 -0.7
H 1.737108 1.825005 3.015707 0.0 0.4 1.2
H 2.784267 -0.434285 2.878453 -1.1 -0.4 -0.9
H 2.784679 -0.207444 0.272688 -1.6 -0.8 -0.8
H 4.151265 -1.182720 0.866368 -0.6 1.2 0.3
H 4.197175 0.496633 0.288047 1.2 1.0 0.2
H 4.060361 0.806807 3.831510 0.3 0.0 -0.6
C 0.312710 -0.736624 -0.985238 1.4 1.5 -2.8
O -0.106891 -0.861478 0.259114 -0.8 -1.1 3.6
H -0.416761 -1.172968 -1.620532 -0.4 -0.5 -1.4
H 1.232371 -1.292975 -1.058902 0.6 0.1 -0.6
H 0.421195 0.359106 -1.265290 0.3 -1.2 0.0
H -0.727171 -0.169951 0.431219 -0.8 0.9 0.8
C 1.956879 -2.115616 -3.844095 -1.6 2.3 -1.0
O 2.416504 -3.005331 -2.950922 1.7 -2.5 2.0
H 2.706551 -1.888101 -4.562166 0.2 0.0 -1.4
H 1.837633 -1.171890 -3.330951 -0.6 0.8 0.0
H 0.961588 -2.405448 -4.263684 1.0 0.0 0.1
H 3.343600 -2.788614 -2.711079 -0.6 -0.3 0.0
C -3.113449 -1.944975 1.791277 -1.0 0.4 0.8
O -2.989551 -1.931304 3.224835 0.4 -0.5 -0.2
H -2.992248 -0.921574 1.425511 0.5 -0.2 -0.4
H -4.129708 -2.231925 1.546207 -0.3 -0.2 -0.2
H -2.445339 -2.682187 1.332365 0.1 0.4 0.4
H -3.634477 -1.351927 3.646818 0.0 -0.1 -0.4
```
Positions in Å, forces in eV/Å.

SMILES string: NC(N)=O.NC(N)=O.NC(N)=O.NC(N)=O.CC(C)O.CC(C)O.CC(C)O.CC(C)O.CO.CO.CO
Gap between HOMO and LUMO in eV: 8.1
Largest force on an atom in Eh/bohr: 0.1928
Net charge: 0
Molar mass in g/mol: 576.7
Energy relative to the best compared isomer or geometry (same formula, charge and spin) in eV: 10.478


Density functional theory data (the ωB97M-V functional and the def2-TZVPD basis) for a molecular structure, C30H34Cl2CoN2P2.

```
71
Properties=species:S:1:pos:R:3:forces:R:3
Co 1.681943 -0.057663 -0.455711 -0.1 0.0 -0.3
Cl 3.458589 0.968252 0.987956 0.2 -0.1 0.0
C 4.744350 -0.211624 0.578624 -0.1 0.0 0.0
Cl 4.090852 -1.452789 -0.501374 0.0 0.0 0.1
H 5.077303 -0.678686 1.496133 0.0 0.0 0.0
H 5.540153 0.315403 0.069548 0.0 0.0 0.0
C -1.946856 -0.154418 -1.202193 0.0 0.0 0.2
N -1.285001 -0.139217 0.133243 0.1 -0.1 -0.2
P -0.166426 -1.497974 0.255580 -0.1 0.3 0.2
C -1.198530 -2.949900 -0.078867 0.1 0.0 -0.1
C -0.606087 -4.045784 -0.696964 0.0 0.0 -0.1
C -1.329464 -5.217190 -0.885427 0.0 0.0 0.0
C -2.648023 -5.287640 -0.464472 0.0 0.0 0.0
C -3.247027 -4.188639 0.144834 0.0 0.0 0.0
C -2.526598 -3.022001 0.341687 0.0 -0.1 0.0
C 0.173839 -1.650840 2.035519 -0.1 -0.1 0.0
C 1.480937 -1.961167 2.405192 0.0 0.0 0.1
C 1.806345 -2.158742 3.743177 0.0 0.0 -0.1
C 0.827387 -2.035081 4.716722 0.0 0.0 0.0
C -0.483125 -1.738430 4.353002 0.1 0.0 0.0
C -0.808108 -1.560380 3.020792 -0.1 0.0 0.0
P -0.210063 1.233957 0.343267 0.0 -0.3 0.2
C -0.481304 1.758109 2.056417 0.0 0.1 0.0
C -1.695267 1.584387 2.713865 -0.1 0.0 0.0
C -1.871796 2.084559 3.995340 0.0 0.0 0.0
C -0.836884 2.763686 4.627752 0.0 0.0 0.0
C 0.372545 2.951670 3.973022 -0.1 0.0 0.0
C 0.545655 2.452104 2.689718 0.1 0.0 0.1
C -0.888204 2.614112 -0.597583 0.0 0.0 -0.1
C -2.190029 3.084242 -0.413123 0.0 0.1 0.0
C -2.635453 4.179110 -1.131310 0.0 0.0 0.0
C -1.780053 4.825916 -2.020860 0.0 0.0 0.0
C -0.482026 4.375544 -2.193060 0.0 0.0 0.0
C -0.037825 3.264769 -1.483153 0.0 0.0 -0.1
H -2.546485 -1.055426 -1.290239 0.0 0.0 0.0
H -1.226056 -0.129093 -2.027208 0.0 0.0 0.0
H -2.605627 0.703115 -1.295951 0.0 0.0 0.0
H 0.422882 -3.988055 -1.035127 0.0 0.0 0.0
H -0.863592 -6.068153 -1.364852 0.0 0.0 0.0
H -3.214770 -6.197352 -0.614813 0.0 0.0 0.0
H -4.278432 -4.245107 0.468073 0.0 0.0 0.0
H -2.994353 -2.165144 0.812824 0.0 0.0 0.0
H 2.249456 -2.068309 1.644137 -0.1 0.0 0.0
H 2.821444 -2.411498 4.021827 0.0 0.0 0.0
H 1.078162 -2.177737 5.760029 0.0 0.0 0.0
H -1.251759 -1.653126 5.110593 0.0 0.0 0.0
H -1.833434 -1.351308 2.745116 0.0 0.1 0.0
H -2.499665 1.053495 2.218620 0.0 0.0 0.0
H -2.818545 1.947056 4.502669 0.0 0.0 0.0
H -0.975653 3.152392 5.628387 0.0 0.0 0.0
H 1.177339 3.489011 4.457496 0.0 0.0 0.0
H 1.489356 2.616702 2.180088 0.0 0.0 0.0
H -2.851950 2.599864 0.295780 0.0 0.0 0.0
H -3.646501 4.539249 -0.993867 0.0 0.0 0.0
H -2.130636 5.687650 -2.574174 0.0 0.0 0.0
H 0.184722 4.882863 -2.878329 0.0 0.0 0.0
H 0.972242 2.898583 -1.622117 0.0 0.0 0.0
C 1.164163 -1.209369 -4.128020 0.0 -0.1 0.0
C 1.750520 0.122838 -3.648399 0.0 0.0 0.4
C 3.227167 0.227865 -4.042544 0.1 0.0 0.0
C 0.962215 1.291064 -4.252242 0.0 0.0 0.0
N 1.651082 0.177417 -2.217745 0.0 0.0 -0.2
H 1.218785 -1.270164 -5.216652 0.0 0.0 0.0
H 0.118280 -1.302443 -3.829196 0.0 0.0 0.0
H 1.719975 -2.049132 -3.706644 0.0 0.0 0.0
H 3.319094 0.200519 -5.130011 0.0 0.0 0.0
H 3.801946 -0.602004 -3.627386 0.0 0.0 0.0
H 3.656869 1.164357 -3.682037 0.0 0.0 0.0
H 1.007321 1.238610 -5.341848 0.0 0.0 0.0
H 1.384224 2.245276 -3.936470 0.0 0.0 0.0
H -0.085504 1.257811 -3.947074 0.0 0.0 0.0
```
Positions in Å, forces in eV/Å.

Gap between HOMO and LUMO (spin up / spin down) in eV: 8.7 / 8.7
2S+1: 5
Largest force on an atom in Eh/bohr: 0.0077
Net charge: +1
Expectation value of S²: 6.036
Molar mass in g/mol: 614.4


Density functional theory data (the ωB97M-V functional and the def2-TZVPD basis) for a molecular structure, C17H15Cl2IN6O6PbS.

```
49
Properties=species:S:1:pos:R:3:forces:R:3
Pb -0.321596 0.117964 0.399371 0.0 0.2 0.1
O -1.059452 -3.133323 -2.181466 0.0 0.0 -0.1
Cl -0.616961 -2.748846 -0.891236 0.1 0.0 0.1
O -0.122435 -3.831405 -0.123974 -0.1 0.1 0.0
O 0.448266 -1.717354 -1.025746 0.1 0.0 -0.1
O -1.697092 -2.054708 -0.172958 -0.1 0.0 0.0
N 4.302321 -0.208822 0.279583 0.0 0.0 0.0
C 3.255919 0.529134 -0.086030 0.0 0.0 0.0
N 2.173923 0.056861 0.502623 -0.1 -0.2 0.1
C 2.641223 -1.006690 1.230398 0.1 0.1 -0.1
N 3.931513 -1.191618 1.116644 0.0 0.0 0.0
C 1.767257 -1.853928 2.044912 0.0 -0.1 0.0
C 2.249547 -2.899388 2.821475 -0.1 0.0 0.0
N 1.432491 -3.653725 3.545359 0.0 0.0 0.0
C 0.135729 -3.383051 3.494944 0.0 0.1 -0.1
C -0.362819 -2.345768 2.715780 0.0 -0.1 0.0
N 0.460408 -1.586288 2.001810 -0.1 0.1 0.0
H 5.270276 -0.112307 0.011927 0.0 0.0 0.0
H 3.314663 1.375366 -0.749871 0.0 0.0 0.0
H 3.308530 -3.121708 2.849189 0.0 0.0 0.0
H -0.532935 -4.004882 4.075872 0.0 0.0 0.0
H -1.424056 -2.144858 2.651874 0.0 0.0 0.0
Cl -2.051209 3.400976 -6.799289 0.0 0.0 0.0
C -1.417315 3.092054 -5.284801 0.0 -0.1 -0.1
C -0.579302 4.096263 -4.734546 0.0 0.0 0.0
C -0.003235 3.925871 -3.518256 0.0 -0.1 0.0
I 1.177068 5.342009 -2.674366 0.0 0.0 0.0
C -0.220769 2.637365 -2.753887 0.0 -0.1 0.0
O 0.358236 2.414157 -1.724650 0.0 0.1 0.0
C -1.173782 1.634627 -3.354721 0.0 0.0 0.0
N -1.411917 0.559912 -2.636174 -0.1 0.0 0.0
C -2.238214 -0.363578 -3.150566 0.0 0.0 0.0
C -2.838784 -0.241117 -4.399938 0.0 0.0 0.0
C -2.592105 0.886920 -5.150101 0.0 0.0 0.0
C -1.738914 1.866429 -4.618419 0.0 0.1 0.0
H -0.421233 4.996198 -5.313433 0.0 0.0 0.0
H -2.418549 -1.240149 -2.540666 0.0 0.0 0.0
H -3.487610 -1.025983 -4.761869 0.0 0.0 0.0
H -3.046601 1.017705 -6.122532 0.0 0.0 0.0
C -0.771905 3.228555 4.382533 0.0 0.0 0.0
S 0.558839 2.479456 3.457002 0.0 0.0 0.1
C 1.207707 1.437176 4.755667 0.0 0.0 0.0
O -0.118374 1.536159 2.480785 0.0 -0.1 -0.1
H -1.417422 2.448602 4.783649 0.0 0.0 0.0
H -1.325011 3.866158 3.695998 0.0 0.0 0.0
H -0.344690 3.833867 5.181859 0.0 0.0 0.0
H 0.414415 0.792595 5.132283 0.0 0.0 0.0
H 1.606578 2.068035 5.549816 0.0 0.0 0.0
H 2.013916 0.844852 4.325920 0.0 0.0 0.0
```
Positions in Å, forces in eV/Å.

Gap between HOMO and LUMO in eV: 5.3
Largest force on an atom in Eh/bohr: 0.0042
Net charge: +2
Molar mass in g/mol: 836.4
Energy relative to the best compared isomer or geometry (same formula, charge and spin) in eV: 0.485